(1)
The following is a quantum chemistry calculation of a cluster of 2 separate species, C4H15N4 in total, from the Open Molecules 2025 dataset.

Values from the calculation:
ΔE to the lowest compared entry with this formula, charge and spin (eV): 2.350
LUMO energy (hartree): -0.1345
Energy (Ha): -380.150829
Charge: +1
HOMO-LUMO gap (eV): 8.6
HOMO (eV): -12.254

Each line ends with the natural charge from an NBO analysis.
Atoms and positions in Å:
C (0.5987, -1.6781, 1.9772)  -0.245
N (1.9353, -2.1999, 2.2011)  -0.816
C (0.0024, -2.4233, 0.7902)  -0.211
N (-1.4131, -1.8979, 0.5518)  -0.686
H (0.5682, -0.6005, 1.7722)  0.184
H (-0.0268, -1.8884, 2.8511)  0.203
H (2.6172, -1.6370, 1.7054)  0.373
H (2.1803, -2.1140, 3.1798)  0.385
H (-0.0451, -3.4975, 0.9305)  0.243
H (0.5208, -2.2007, -0.1425)  0.222
H (-1.9460, -2.4356, -0.1299)  0.447
H (-1.9309, -1.8963, 1.4325)  0.437
H (-1.3412, -0.9263, 0.2328)  0.446
C (-1.3638, 0.9338, -1.1448)  -0.423
N (-0.9555, 2.3034, -1.3662)  -0.612
C (0.2975, 2.4929, -1.9430)  0.260
N (1.0106, 3.4935, -1.6531)  -0.653
H (-2.1015, 0.8975, -0.3416)  0.199
H (-1.8378, 0.4887, -2.0217)  0.215
H (-0.4888, 0.3010, -0.8939)  0.140
H (-1.0469, 2.8709, -0.5340)  0.392
H (0.5533, 1.7472, -2.6993)  0.147
H (1.8702, 3.4795, -2.1972)  0.353

Atomic forces in eV per Å
C 0.0 -0.3 -0.1
N 0.0 0.4 0.1
C -0.4 0.4 -0.5
N 0.3 -0.1 0.5
H -0.1 0.0 0.1
H 0.1 0.1 0.0
H 0.0 -0.1 -0.1
H 0.0 -0.2 0.0
H 0.0 0.0 0.1
H 0.2 -0.1 0.1
H 0.1 -0.1 -0.1
H -0.1 0.0 0.0
H -0.2 0.0 -0.1
C 0.1 -0.2 -0.2
N 0.2 -0.2 0.4
C -0.2 0.3 -0.2
N 0.1 -0.2 0.0
H 0.0 0.1 0.1
H 0.0 0.1 -0.1
H -0.1 0.0 0.1
H -0.1 0.2 -0.1
H 0.0 -0.1 0.0
H -0.1 0.2 0.0

(2)
The following is a quantum chemistry calculation of a cluster of 2 separate species, C4H15N4 in total, from the Open Molecules 2025 dataset.

Values from the calculation:
ΔE to the lowest compared entry with this formula, charge and spin (eV): 1.795
LUMO energy (hartree): -0.1167
Energy (Ha): -380.171225
Charge: +1
HOMO-LUMO gap (eV): 10.3
HOMO (eV): -13.509

Each line ends with the natural charge from an NBO analysis.
Atoms and positions in Å:
C (-0.0207, -0.2994, -2.6382)  -0.433
N (0.9663, -0.6410, -1.5888)  -0.680
C (1.9629, 0.3303, -1.3943)  0.258
N (3.1605, 0.0077, -1.1799)  -0.615
H (-0.8222, -1.0376, -2.6798)  0.206
H (-0.4985, 0.6457, -2.3660)  0.204
H (0.4328, -0.1918, -3.6220)  0.225
H (1.3937, -1.5253, -1.8228)  0.402
H (1.5000, 1.3035, -1.1949)  0.153
H (3.7264, 0.8479, -1.0871)  0.364
N (-0.9344, -1.2552, 0.3946)  -0.709
C (-0.7083, -0.6344, 1.7448)  -0.222
C (-1.0483, 0.8400, 1.6488)  -0.239
N (-1.0954, 1.4535, 2.9713)  -0.807
H (-1.8878, -1.0740, 0.0814)  0.424
H (-0.2547, -0.8447, -0.3332)  0.462
H (-0.7935, -2.2617, 0.3523)  0.435
H (-1.3446, -1.1317, 2.4733)  0.238
H (0.3430, -0.8318, 1.9480)  0.223
H (-0.3292, 1.3052, 0.9515)  0.170
H (-2.0318, 0.9818, 1.1882)  0.198
H (-0.1483, 1.6637, 3.2629)  0.366
H (-1.5680, 2.3492, 2.8897)  0.379

Atomic forces in eV per Å
C -0.2 0.5 0.2
N -0.7 -0.3 -0.6
C -0.2 0.0 1.3
N -0.2 0.3 -0.8
H 0.2 -0.2 0.0
H 0.1 0.0 -0.1
H 0.0 -0.1 0.0
H 0.3 -0.3 0.1
H 0.3 0.3 -0.6
H 0.1 -0.1 0.4
N -0.1 0.4 -0.6
C -0.1 -0.4 -0.2
C 0.1 0.4 -0.2
N 0.3 0.0 -0.5
H 0.0 0.0 0.0
H 0.0 -0.3 0.3
H 0.1 -0.1 0.3
H 0.1 0.0 0.0
H 0.0 0.2 0.4
H -0.1 0.0 0.1
H 0.0 -0.3 0.1
H 0.0 0.0 0.3
H 0.0 -0.1 0.2

(3)
The following is a quantum chemistry calculation of a cluster of 3 separate species, C4H15NO2 in total, from the Open Molecules 2025 dataset.

Values from the calculation:
ΔE to the lowest compared entry with this formula, charge and spin (eV): 2.207
LUMO energy (hartree): 0.0166
Structure (SMILES): CC(C)CN.O.O
Energy (Ha): -366.570041
Charge: 0
HOMO-LUMO gap (eV): 9.8
HOMO (eV): -9.338

Each line ends with the natural charge from an NBO analysis.
Atoms and positions in Å:
C (0.1007, 0.9998, 1.0403)  -0.617
C (-0.2886, 1.7584, -0.3089)  -0.230
C (0.7874, 1.8709, -1.3936)  -0.612
C (-1.4543, 0.9164, -0.9277)  -0.206
N (-2.8236, 1.2857, -0.5934)  -0.824
H (0.1204, -0.1022, 0.7685)  0.187
H (-0.3608, 1.0593, 2.0160)  0.231
H (1.2113, 1.2999, 1.2026)  0.199
H (-0.7008, 2.7675, -0.1492)  0.206
H (0.2293, 2.3213, -2.3268)  0.213
H (1.7607, 2.3092, -1.1571)  0.218
H (1.1096, 0.8563, -1.5893)  0.199
H (-1.2463, -0.1242, -0.7388)  0.176
H (-1.2958, 0.9594, -2.0518)  0.155
H (-3.2317, 1.8387, -1.3008)  0.353
H (-3.3262, 0.4668, -0.5838)  0.349
O (4.8620, -3.5016, 1.3367)  -0.941
H (4.1499, -3.7181, 2.0198)  0.472
H (5.5085, -2.9757, 1.7921)  0.469
O (-1.7851, -3.6283, 1.2709)  -0.968
H (-0.8681, -3.2913, 1.1361)  0.483
H (-2.4584, -3.3683, 0.5381)  0.485

Atomic forces in eV per Å
C 3.5 -0.2 -1.9
C -1.8 -0.3 1.2
C -0.8 -0.2 -0.8
C 1.0 1.0 -2.3
N 1.9 0.9 1.0
H 0.1 1.2 0.4
H -0.8 0.7 -0.3
H -1.6 -0.7 0.1
H 0.1 -0.3 0.4
H 1.7 -0.8 1.7
H -0.5 0.8 0.2
H -0.2 -0.5 -0.7
H -0.2 -0.4 0.5
H -0.3 0.1 0.9
H -0.3 0.9 -0.8
H -1.7 -2.1 0.3
O -2.0 -0.9 1.0
H 1.6 0.5 -1.4
H 0.4 0.4 0.4
O -1.0 0.5 -1.3
H -1.5 -0.1 -0.5
H 2.5 -0.4 1.8

(4)
The following is a quantum chemistry calculation of a cluster of 3 separate species, C4H15NO2 in total, from the Open Molecules 2025 dataset.

Values from the calculation:
ΔE to the lowest compared entry with this formula, charge and spin (eV): 3.332
LUMO energy (hartree): 0.0211
Structure (SMILES): CCCNC.O.O
Energy (Ha): -366.528699
Charge: 0
HOMO-LUMO gap (eV): 9.4
HOMO (eV): -8.793

Each line ends with the natural charge from an NBO analysis.
Atoms and positions in Å:
C (-1.3614, -0.7844, -1.5705)  -0.635
C (-0.1722, -1.7681, -1.0189)  -0.405
C (0.9036, -0.9269, -0.2340)  -0.223
N (0.2095, -0.1598, 0.8954)  -0.656
C (1.0906, 0.0966, 2.0901)  -0.426
H (-1.0980, 0.4055, -1.4541)  0.205
H (-1.1931, -0.8667, -2.5971)  0.193
H (-2.3349, -1.3200, -1.4661)  0.232
H (-0.4585, -2.4478, -0.2497)  0.203
H (0.1290, -2.4374, -1.8319)  0.201
H (1.6415, -1.6918, 0.2442)  0.194
H (1.4783, -0.2824, -0.8980)  0.179
H (-0.1300, 0.8496, 0.5645)  0.354
H (1.9803, 0.7352, 1.7472)  0.174
H (0.3518, 0.7985, 2.7356)  0.201
H (1.2978, -0.6271, 2.8325)  0.208
O (-2.0657, 1.4656, 3.6461)  -0.929
H (-2.0218, 1.4497, 2.6634)  0.465
H (-2.9442, 1.9555, 3.7043)  0.464
O (1.9289, 1.7755, -3.1101)  -0.928
H (1.5604, 2.6047, -3.4269)  0.466
H (1.2081, 1.1759, -3.2661)  0.464

Atomic forces in eV per Å
C 2.2 0.0 0.8
C -0.5 2.3 0.6
C 0.0 -1.2 0.8
N 0.5 0.9 -0.8
C -2.3 4.7 -0.8
H -1.5 -3.1 0.6
H 0.1 -0.1 -2.1
H 0.3 1.5 0.7
H -1.1 -0.4 0.6
H 0.6 0.6 0.0
H -1.2 1.5 -0.6
H 0.1 0.2 0.0
H 1.2 -3.1 0.7
H -0.8 -1.1 1.0
H 2.0 -1.1 -1.2
H 0.4 -1.6 -0.2
O -2.1 1.2 -1.3
H 0.5 -0.4 0.8
H 1.6 -0.9 0.5
O 0.1 0.4 0.0
H 0.2 0.3 0.0
H -0.4 -0.7 0.0

(5)
The following is a quantum chemistry calculation of a cluster of 3 separate species, C4H15NO2 in total, from the Open Molecules 2025 dataset.

Values from the calculation:
ΔE to the lowest compared entry with this formula, charge and spin (eV): 1.813
LUMO energy (hartree): 0.0232
Structure (SMILES): CC[C@H](C)N.O.O
Energy (Ha): -366.584524
Charge: 0
HOMO-LUMO gap (eV): 9.7
HOMO (eV): -9.035

Each line ends with the natural charge from an NBO analysis.
Atoms and positions in Å:
C (2.2285, -0.1434, 1.1935)  -0.638
C (0.9474, 0.7782, 1.2356)  -0.409
C (0.3951, 1.2615, -0.1885)  -0.026
C (0.5503, 2.7359, -0.6551)  -0.623
N (-1.0687, 1.0161, -0.1902)  -0.868
H (2.3755, -1.0607, 0.6049)  0.196
H (3.0208, 0.4680, 0.8697)  0.209
H (2.2588, -0.3387, 2.2817)  0.221
H (1.1303, 1.7159, 1.7756)  0.212
H (0.0934, 0.3061, 1.7781)  0.213
H (0.9481, 0.7059, -0.9577)  0.136
H (0.3603, 2.6255, -1.7221)  0.211
H (-0.0770, 3.3930, -0.0577)  0.222
H (1.6459, 2.9173, -0.6293)  0.207
H (-1.3710, 0.0507, -0.2581)  0.382
H (-1.5653, 1.5323, -0.9734)  0.354
O (-2.8398, -2.5936, -0.7579)  -0.953
H (-1.9690, -3.0009, -0.3621)  0.482
H (-2.5670, -2.4295, -1.7335)  0.471
O (0.0362, -2.1481, -0.3530)  -0.958
H (0.8305, -1.5751, -0.5209)  0.485
H (0.0670, -2.2815, 0.6098)  0.474

Atomic forces in eV per Å
C -1.6 0.9 1.6
C -1.0 0.1 -2.0
C -1.1 -0.5 0.6
C 1.7 -2.0 0.4
N -0.6 1.0 -1.3
H -1.0 0.1 0.2
H 1.3 0.8 0.0
H 1.0 -0.5 -0.6
H 0.5 -0.4 0.2
H 0.7 0.1 -0.5
H -0.1 -0.4 0.0
H -0.6 0.8 0.0
H 0.2 0.3 -0.4
H -0.6 0.6 0.4
H 0.4 -0.1 0.1
H 1.0 -0.9 1.3
O 3.0 -0.8 -1.3
H -2.5 1.3 -1.3
H -0.6 -0.4 2.6
O 1.2 0.6 0.3
H -1.2 -0.8 0.2
H 0.0 0.1 -0.4

(6)
The following is a quantum chemistry calculation of a cluster of 3 separate species, C4H15NO2S in total, from the Open Molecules 2025 dataset.

Values from the calculation:
ΔE to the lowest compared entry with this formula, charge and spin (eV): 1.192
LUMO energy (hartree): 0.0170
Structure (SMILES): CSCCCN.O.O
Energy (Ha): -764.778478
Charge: 0
HOMO-LUMO gap (eV): 9.2
HOMO (eV): -8.694

Each line ends with the natural charge from an NBO analysis.
Atoms and positions in Å:
C (0.6421, 1.6827, 2.2470)  -0.751
S (1.0286, -0.0688, 1.9874)  0.201
C (0.5215, -0.4673, 0.3324)  -0.559
C (-0.1183, -1.8314, 0.2292)  -0.425
C (-0.5232, -2.2508, -1.1710)  -0.238
N (-1.9120, -2.0834, -1.6148)  -0.815
H (-0.1930, 2.0875, 1.6904)  0.235
H (1.5412, 2.2845, 2.0798)  0.209
H (0.3149, 1.8281, 3.2885)  0.231
H (1.2815, -0.4215, -0.4617)  0.213
H (-0.2596, 0.2294, -0.1091)  0.203
H (-0.9275, -1.9654, 0.9935)  0.209
H (0.7348, -2.5382, 0.4035)  0.206
H (0.2316, -2.0095, -1.9185)  0.201
H (-0.3992, -3.3453, -1.2526)  0.193
H (-2.5019, -2.4121, -0.8599)  0.347
H (-2.1406, -1.0948, -1.7142)  0.338
O (3.7314, 1.9960, -1.3525)  -0.934
H (3.9436, 2.9258, -1.2228)  0.467
H (3.3986, 1.7310, -0.4797)  0.468
O (-2.4867, 2.2199, -0.3599)  -0.921
H (-2.4700, 1.2678, -0.1800)  0.457
H (-3.4376, 2.2358, -0.5550)  0.465

Atomic forces in eV per Å
C 0.2 0.4 0.5
S -0.1 0.1 0.5
C -1.9 1.3 -2.3
C 1.3 -1.2 0.6
C -0.4 -2.0 -0.5
N 0.3 1.1 0.1
H -0.1 -0.3 -0.6
H -0.3 0.0 0.0
H 0.4 -0.3 -0.2
H 0.4 0.1 0.6
H 0.8 -0.1 1.0
H 0.7 -0.1 -0.7
H -0.9 0.2 0.7
H -0.3 1.0 -0.2
H -0.1 0.1 0.6
H -0.1 -0.2 -0.1
H 0.0 -0.1 -0.1
O -0.2 0.0 0.6
H 0.1 0.0 -0.2
H 0.1 -0.1 -0.4
O -1.0 -1.0 0.0
H 0.8 0.1 0.2
H 0.2 0.9 -0.1